Density functional theory data (ωB97M-V with the def2-TZVPD basis set) for a molecular structure, C22H37AlN2OS3SbSi3.

Each line ends with the natural charge from an NBO analysis.
CARTESIAN COORDINATES (ANGSTROEM)
Al (-0.75606, -1.98083, 0.36361)  1.58
S (1.44914, -1.35173, 0.03071)  -0.34
C (2.05984, -2.78303, -0.74849)  -0.16
C (3.22004, -2.71253, -1.50719)  -0.18
C (3.67474, -3.80823, -2.23349)  -0.09
C (4.85324, -3.69783, -2.99969)  0.27
N (5.83074, -3.59073, -3.59079)  -0.29
C (2.95424, -5.01973, -2.19199)  -0.16
C (1.82474, -5.10373, -1.38379)  -0.17
C (1.37034, -4.00963, -0.66659)  -0.17
S (-0.11566, -4.19033, 0.24161)  -0.29
C (3.32824, -6.12063, -2.98899)  0.27
N (3.58264, -7.02803, -3.64519)  -0.28
H (3.76104, -1.78043, -1.56339)  0.23
H (1.26674, -6.02543, -1.32669)  0.24
C (-4.24726, -4.24313, 1.12471)  -0.43
C (-4.64526, -3.65523, -0.22689)  -0.43
C (-3.33466, -3.04143, -0.70899)  -0.07
O (-2.56276, -2.76923, 0.47041)  -0.63
C (-3.29536, -3.16973, 1.62821)  -0.07
H (-3.71356, -5.18383, 0.98401)  0.21
H (-5.09426, -4.40363, 1.78711)  0.23
H (-5.38936, -2.87263, -0.08479)  0.22
H (-5.03176, -4.39453, -0.92509)  0.23
H (-3.47256, -2.11063, -1.26179)  0.22
H (-2.77036, -3.74533, -1.32799)  0.20
H (-3.83866, -2.30173, 2.01441)  0.21
H (-2.58246, -3.51583, 2.37771)  0.21
C (-3.22776, 3.57167, -0.05129)  -1.11
Si (-1.78516, 3.39527, 1.18691)  1.36
C (-2.27526, 2.94537, 2.97661)  -1.11
C (-0.97526, 5.12617, 1.25781)  -1.11
Sb (-0.03396, 1.57527, 0.47811)  0.35
Si (0.66684, 2.07187, -1.98609)  1.34
C (2.31854, 1.26007, -2.46989)  -1.10
C (0.84324, 3.97227, -2.11499)  -1.10
C (-0.74986, 1.44417, -3.09729)  -1.10
Si (2.12324, 1.69157, 2.03531)  1.37
C (1.61804, 0.72437, 3.60161)  -1.11
C (2.36134, 3.55287, 2.42021)  -1.11
C (3.75664, 1.02837, 1.30711)  -1.11
H (-3.92716, 4.33647, 0.27591)  0.24
H (-3.77706, 2.64337, -0.16289)  0.26
H (-2.85626, 3.86167, -1.03109)  0.23
H (-3.02656, 3.61777, 3.37981)  0.24
H (-1.40426, 2.98637, 3.62861)  0.23
H (-2.67556, 1.93687, 3.02291)  0.26
H (-1.70776, 5.84647, 1.60431)  0.24
H (-0.62696, 5.45217, 0.28531)  0.23
H (-0.13576, 5.16997, 1.93971)  0.23
H (3.13674, 1.62527, -1.85849)  0.24
H (2.56704, 1.46277, -3.50699)  0.24
H (2.26954, 0.18437, -2.34329)  0.25
H (1.53174, 4.35407, -1.36799)  0.23
H (-0.10866, 4.47257, -1.97399)  0.24
H (1.22484, 4.26507, -3.08679)  0.24
H (-0.83296, 0.36427, -3.01649)  0.25
H (-0.59046, 1.68757, -4.14319)  0.24
H (-1.70366, 1.86617, -2.79469)  0.24
H (0.70674, 1.12577, 4.03791)  0.24
H (2.39314, 0.74387, 4.36261)  0.24
H (1.42864, -0.31403, 3.34171)  0.25
H (1.53104, 3.95167, 2.99301)  0.24
H (2.44864, 4.13577, 1.50871)  0.24
H (3.26534, 3.71527, 2.99831)  0.24
H (3.67784, -0.03203, 1.09431)  0.26
H (4.57704, 1.18107, 2.00341)  0.24
H (4.02024, 1.53587, 0.38521)  0.24
S (-2.97466, 0.20777, 0.87381)  -0.21
C (-1.39696, -0.13383, 0.36561)  -1.32

## Properties
Spin multiplicity: 2
Gap between HOMO and LUMO (spin up / spin down): 6.46 / 6.81 eV
HOMO level (spin up / spin down): -6.344 / -7.174 eV
<S²>: 0.755
M: 674.752 g/mol

Density functional theory data (ωB97M-V with the def2-TZVPD basis set) for 10 unconnected molecules or ions with the total composition C27H81ClO40P9.

Each line ends with the Löwdin charge.
CARTESIAN COORDINATES (ANGSTROEM)
Cl (1.68485, 0.60056, 0.55758)  0.59
O (0.29414, 0.76980, 0.69982)  -0.40
O (2.36104, 0.85610, 1.83647)  -0.38
O (1.83254, -0.77433, 0.16710)  -0.41
O (2.14363, 1.42191, -0.52567)  -0.40
C (-0.79671, 6.23894, 4.24405)  -0.12
O (-1.14411, 5.02786, 4.85318)  -0.22
P (-0.73108, 4.61250, 6.36013)  0.44
O (0.63532, 4.06355, 6.55534)  -0.23
O (-0.88703, 5.97734, 7.18838)  -0.22
C (-2.04898, 6.80604, 7.18488)  -0.11
O (-1.91093, 3.67551, 6.96095)  -0.21
C (-2.57942, 2.71453, 6.16844)  -0.11
H (-1.65743, 6.87130, 4.02640)  0.08
H (-0.43957, 5.94898, 3.25588)  0.10
H (-0.00964, 6.81012, 4.73635)  0.10
H (-2.25577, 7.24623, 8.16037)  0.08
H (-2.99258, 6.39082, 6.83089)  0.09
H (-1.70678, 7.68851, 6.64430)  0.08
H (-2.56481, 2.99933, 5.11641)  0.08
H (-3.64167, 2.67684, 6.40987)  0.08
H (-2.17656, 1.70588, 6.26020)  0.10
C (-8.07141, -2.47063, -5.39598)  -0.11
O (-8.73228, -3.00047, -4.23482)  -0.21
P (-7.89444, -3.88720, -3.16456)  0.46
O (-8.63461, -4.54886, -2.05458)  -0.24
O (-6.97340, -4.81895, -4.12177)  -0.25
C (-7.14341, -6.23259, -4.16457)  -0.10
O (-6.79322, -2.81050, -2.63060)  -0.24
C (-5.73857, -3.26192, -1.75568)  -0.09
H (-7.76702, -1.42455, -5.36176)  0.09
H (-8.65379, -2.58614, -6.31008)  0.09
H (-7.12798, -2.98061, -5.59086)  0.08
H (-6.31214, -6.74773, -3.68320)  0.09
H (-7.29704, -6.56316, -5.19181)  0.09
H (-8.07437, -6.50872, -3.66942)  0.08
H (-4.96541, -3.73977, -2.35735)  0.09
H (-6.14492, -3.85838, -0.93885)  0.09
H (-5.29126, -2.43269, -1.20760)  0.09
C (2.10818, -6.54384, 7.38140)  -0.13
O (2.38947, -5.20953, 7.04487)  -0.20
P (1.42443, -4.08079, 7.65999)  0.48
O (1.97708, -2.67373, 7.52706)  -0.25
O (-0.00109, -4.27971, 6.92698)  -0.24
C (-0.13583, -4.40965, 5.51587)  -0.09
O (1.17051, -4.59489, 9.18301)  -0.22
C (0.03314, -4.30243, 9.88344)  -0.15
H (1.16960, -6.91926, 6.97369)  0.09
H (2.15765, -6.67460, 8.46240)  0.08
H (2.81046, -7.25508, 6.94661)  0.09
H (-0.85503, -5.19919, 5.29794)  0.08
H (0.78269, -4.71608, 5.01536)  0.09
H (-0.59507, -3.49439, 5.14238)  0.10
H (-0.65339, -5.14731, 9.93787)  0.09
H (-0.50999, -3.50212, 9.38083)  0.09
H (0.18866, -3.97287, 10.91071)  0.09
C (-7.18339, 6.49528, -5.17386)  -0.10
O (-5.86434, 6.00508, -4.96813)  -0.22
P (-4.87988, 5.63050, -6.16778)  0.41
O (-5.17294, 4.30038, -6.71738)  -0.24
O (-4.92505, 6.89657, -7.15328)  -0.22
C (-3.85337, 7.22343, -8.01331)  -0.10
O (-3.41279, 5.72445, -5.43942)  -0.24
C (-3.01198, 4.70985, -4.50223)  -0.09
H (-7.84105, 5.62985, -5.25511)  0.09
H (-7.37746, 7.11998, -6.04575)  0.08
H (-7.36541, 7.13524, -4.31048)  0.09
H (-3.23271, 8.01994, -7.60288)  0.09
H (-4.28772, 7.47266, -8.98147)  0.09
H (-3.26116, 6.32359, -8.17972)  0.09
H (-2.63424, 5.16127, -3.58482)  0.09
H (-2.27067, 4.03778, -4.93454)  0.09
H (-3.86370, 4.14714, -4.12009)  0.08
C (9.19499, 6.83750, 3.15219)  -0.09
O (7.86961, 6.76313, 2.60095)  -0.26
P (6.59470, 6.44393, 3.51955)  0.43
O (6.60523, 5.16608, 4.26511)  -0.22
O (5.37339, 6.49650, 2.47339)  -0.19
C (5.44244, 7.30823, 1.30935)  -0.12
O (6.34838, 7.79965, 4.38652)  -0.21
C (6.84939, 9.07394, 3.97732)  -0.12
H (9.71281, 5.88159, 3.07345)  0.09
H (9.19055, 7.04899, 4.22147)  0.09
H (9.76182, 7.57263, 2.58088)  0.09
H (4.63031, 8.02709, 1.41795)  0.09
H (5.18282, 6.77955, 0.39218)  0.09
H (6.34531, 7.89365, 1.13553)  0.07
H (7.57204, 9.48922, 4.67976)  0.09
H (6.04251, 9.80535, 3.93147)  0.09
H (7.30269, 9.11387, 2.98685)  0.08
C (8.23409, -1.13339, 1.23647)  -0.09
O (8.76515, -1.90650, 2.30532)  -0.27
P (7.77851, -2.60290, 3.38069)  0.46
O (7.13668, -1.67801, 4.35223)  -0.23
O (8.66312, -3.83561, 4.07829)  -0.24
C (10.08415, -3.66383, 4.32223)  -0.10
O (6.72435, -3.41283, 2.48968)  -0.22
C (7.10067, -4.15042, 1.33371)  -0.10
H (8.51522, -0.10895, 1.48059)  0.10
H (7.15704, -1.27778, 1.15153)  0.10
H (8.72452, -1.45870, 0.31900)  0.09
H (10.19922, -3.45162, 5.38516)  0.08
H (10.51552, -2.93609, 3.63490)  0.08
H (10.54561, -4.63751, 4.15760)  0.08
H (8.08876, -3.84412, 0.99024)  0.08
H (6.36966, -3.97491, 0.54445)  0.10
H (7.12409, -5.22154, 1.53431)  0.09
C (-9.19905, 4.54403, 4.73166)  -0.15
O (-9.90594, 4.19435, 3.58873)  -0.23
P (-9.83635, 2.68005, 2.90292)  0.51
O (-10.55952, 1.59259, 3.54735)  -0.22
O (-8.17182, 2.45737, 2.84517)  -0.26
C (-7.31687, 3.30050, 1.99301)  -0.08
O (-10.19749, 2.93476, 1.33284)  -0.25
C (-10.03037, 1.84607, 0.42516)  -0.11
H (-8.60491, 5.44988, 4.61109)  0.09
H (-8.53863, 3.78882, 5.15782)  0.09
H (-9.91474, 4.77274, 5.52133)  0.09
H (-6.78817, 4.08859, 2.52919)  0.08
H (-7.95123, 3.77693, 1.24555)  0.07
H (-6.54087, 2.69954, 1.51892)  0.09
H (-9.90323, 0.87820, 0.91010)  0.09
H (-9.17298, 2.01220, -0.22706)  0.09
H (-11.00116, 1.68266, -0.04278)  0.09
C (8.01585, -5.57282, -7.62292)  -0.08
O (7.80549, -6.43650, -6.49597)  -0.22
P (7.37085, -5.77282, -5.11824)  0.41
O (8.35664, -4.85034, -4.52336)  -0.24
O (5.93774, -5.08102, -5.43323)  -0.20
C (5.75760, -3.70872, -5.44056)  -0.15
O (6.98862, -7.08915, -4.25688)  -0.22
C (8.01330, -8.11019, -3.89745)  -0.06
H (7.64632, -4.57630, -7.38108)  0.08
H (7.50448, -6.02927, -8.47042)  0.09
H (9.05900, -5.48713, -7.92723)  0.09
H (6.62448, -3.07030, -5.61093)  0.08
H (5.39124, -3.39397, -4.46341)  0.09
H (5.01642, -3.31311, -6.13501)  0.09
H (8.32605, -7.97824, -2.86165)  0.08
H (8.92634, -8.00640, -4.48371)  0.08
H (7.66314, -9.13608, -4.01157)  0.08
C (-0.41304, -5.27413, -4.45015)  -0.11
O (-1.51598, -5.35612, -5.32817)  -0.22
P (-1.28604, -5.04471, -6.90067)  0.44
O (-0.51541, -6.06092, -7.69701)  -0.26
O (-2.76004, -4.82454, -7.39747)  -0.22
C (-3.15081, -4.90136, -8.75939)  -0.09
O (-0.63707, -3.54810, -6.93724)  -0.23
C (-1.08792, -2.49031, -6.11208)  -0.12
H (0.20665, -6.17050, -4.47457)  0.09
H (-0.86133, -5.28603, -3.45667)  0.10
H (0.21744, -4.39663, -4.59363)  0.09
H (-3.35646, -3.92853, -9.20595)  0.09
H (-4.00996, -5.56954, -8.81839)  0.09
H (-2.33583, -5.37180, -9.30948)  0.08
H (-1.26658, -1.64619, -6.77814)  0.09
H (-0.52453, -2.12117, -5.25510)  0.09
H (-2.03516, -2.81505, -5.68152)  0.08

## Properties
Gap between HOMO and LUMO: 6.92 eV
HOMO level: -5.332 eV
Charge: -1
Energy relative to the best compared isomer or geometry (same formula, charge and spin): 630.09 kJ/mol
M: 1360.124 g/mol

Density functional theory data (ωB97M-V with the def2-TZVPD basis set) for 4 unconnected molecules or ions with the total composition C27H55BF2IN2O14.

Each line ends with the Löwdin charge.
CARTESIAN COORDINATES (ANGSTROEM)
C (3.42446, -1.92928, 1.10076)  -0.01
C (2.18113, -2.82377, 1.11238)  -0.37
O (1.97882, -3.44449, 2.38286)  -0.03
C (0.85484, -2.14250, 0.77876)  -0.10
O (0.79326, -0.80883, 1.31262)  -0.05
C (0.29635, 0.30428, 0.63484)  -0.32
C (1.15106, 0.71632, -0.59692)  -0.06
C (1.40505, -0.21056, -1.77992)  -0.78
O (2.22700, -1.05306, -1.78745)  0.06
I (0.33015, 0.17473, -3.61163)  1.07
C (0.47487, 1.40360, 1.71216)  -0.06
B (1.98506, 1.51239, 2.26723)  -0.64
O (2.85254, 2.39883, 1.66114)  0.17
O (2.42630, 0.74667, 3.28356)  0.23
C (-0.10377, 2.73875, 1.31426)  -0.28
F (0.10471, 3.64796, 2.33718)  0.04
C (-1.60826, 2.58640, 1.19990)  -0.02
N (-1.94516, 1.51984, 0.18662)  0.03
C (-1.76845, 2.09434, -1.20790)  -0.11
C (-3.11960, 2.22967, -1.90756)  -0.18
F (-2.86646, 2.44391, -3.23079)  0.00
C (-1.27236, 0.13514, 0.39296)  -0.24
C (-1.67017, -0.79768, -0.77142)  -0.05
C (-2.55405, -1.96410, -0.37734)  -0.34
C (-2.64459, -3.05401, -1.34478)  0.04
O (-1.91609, -3.13146, -0.01392)  -0.06
O (-1.76394, -0.44865, 1.59360)  -0.02
N (-2.97597, 0.10821, 2.14801)  0.01
O (-3.28738, -0.47593, 3.08652)  0.17
H (3.19154, -0.86776, 1.15418)  0.06
H (4.03831, -2.16251, 1.97182)  0.09
H (4.03007, -2.10646, 0.21188)  0.08
H (2.30943, -3.59690, 0.34503)  0.15
H (2.64171, -4.13094, 2.50665)  0.10
H (0.06678, -2.71814, 1.26477)  0.13
H (0.66853, -2.17901, -0.28994)  0.11
H (0.84043, 1.68338, -0.99450)  0.10
H (2.15775, 0.86764, -0.19657)  0.14
H (-0.13823, 1.06565, 2.55871)  0.16
H (2.87958, 3.29858, 2.00122)  0.12
H (1.82004, 0.04012, 3.53677)  0.12
H (0.34572, 3.16349, 0.41417)  0.16
H (-2.13474, 3.49665, 0.90959)  0.15
H (-1.97954, 2.29302, 2.17963)  0.14
H (-2.95196, 1.37238, 0.28913)  0.16
H (-1.11204, 1.47182, -1.80932)  0.00
H (-1.31340, 3.07813, -1.11234)  0.14
H (-3.69330, 3.07363, -1.51423)  0.14
H (-3.73016, 1.32578, -1.79464)  0.13
H (-2.22228, -0.25929, -1.53852)  0.11
H (-0.78029, -1.23590, -1.21240)  0.08
H (-3.46983, -1.71677, 0.15344)  0.15
H (-1.88093, -3.18491, -2.10190)  0.12
H (-3.40036, -3.82497, -1.28126)  0.12
C (1.32284, 3.22404, -6.31676)  -0.11
O (0.91266, 1.88560, -6.52936)  -0.27
C (-0.28980, 1.77095, -7.27622)  -0.22
C (-0.02944, 1.42695, -8.72609)  -0.21
O (0.64609, 2.47209, -9.39575)  -0.19
C (2.03064, 2.23893, -9.58209)  -0.10
H (2.33513, 3.19173, -5.91737)  0.09
H (1.32280, 3.79600, -7.24661)  0.09
H (0.66992, 3.72445, -5.59144)  0.08
H (-0.86516, 2.70046, -7.21521)  0.13
H (-0.88877, 0.97110, -6.82578)  0.11
H (-0.98986, 1.27273, -9.22722)  0.13
H (0.53994, 0.49373, -8.79036)  0.13
H (2.19907, 1.45798, -10.33042)  0.09
H (2.52037, 1.94939, -8.64870)  0.08
H (2.46621, 3.16862, -9.94224)  0.09
C (-1.82845, -9.55185, 0.88343)  -0.11
O (-0.61710, -8.86573, 0.62526)  -0.19
C (-0.55553, -8.26993, -0.65563)  -0.21
C (-0.81032, -6.77974, -0.59498)  -0.21
O (-2.13377, -6.47525, -0.18852)  -0.20
C (-2.23539, -6.11657, 1.17940)  -0.11
H (-1.83064, -9.81187, 1.94005)  0.09
H (-2.69933, -8.92884, 0.66429)  0.08
H (-1.89073, -10.47226, 0.29388)  0.09
H (-1.27185, -8.74138, -1.33660)  0.13
H (0.45006, -8.43799, -1.05354)  0.13
H (-0.66324, -6.35524, -1.59389)  0.12
H (-0.08872, -6.31192, 0.08444)  0.12
H (-1.78935, -5.13299, 1.34686)  0.07
H (-1.75599, -6.84635, 1.83551)  0.09
H (-3.29640, -6.06915, 1.42121)  0.09
C (0.92826, 5.15763, 8.50933)  -0.11
O (0.07096, 5.50553, 7.43615)  -0.19
C (0.51016, 6.62937, 6.69475)  -0.21
C (1.15665, 6.22181, 5.38970)  -0.20
O (2.36184, 5.50256, 5.58782)  -0.18
C (2.21632, 4.10473, 5.47473)  -0.10
H (0.59241, 4.19489, 8.88988)  0.09
H (1.96806, 5.07370, 8.18388)  0.08
H (0.86599, 5.89561, 9.31522)  0.09
H (1.20929, 7.23131, 7.28358)  0.13
H (-0.36594, 7.24714, 6.47521)  0.13
H (1.39929, 7.11984, 4.81419)  0.13
H (0.44907, 5.62233, 4.80442)  0.12
H (2.04003, 3.81461, 4.42937)  0.07
H (1.39289, 3.72950, 6.08780)  0.09
H (3.14659, 3.64827, 5.80734)  0.10

## Properties
Gap between HOMO and LUMO: 6.93 eV
HOMO level: -10.829 eV
Charge: +1
Energy relative to the best compared isomer or geometry (same formula, charge and spin): 0.00 kJ/mol
M: 807.449 g/mol